Entry from OMol25: a cluster of 9 separate species, C39H100N4O13 in total at a distorted geometry (the ωB97M-V functional and the def2-TZVPD basis).

XYZ file:
```
156
Properties=species:S:1:pos:R:3:forces:R:3
C 4.36839 -6.18676 6.77872 -0.03 0.53 1.70
C 3.52657 -5.38906 5.81093 1.41 -1.11 -1.39
C 4.03252 -3.96881 5.49209 -0.20 -0.88 1.19
O 3.70500 -6.09282 4.55180 -0.99 0.21 -0.17
H 4.42320 -5.59788 7.69431 0.60 0.20 0.19
H 5.35860 -6.44691 6.40466 -0.01 0.44 -0.11
H 3.95063 -7.10721 7.18657 -0.53 -0.25 -0.63
H 2.48716 -5.37138 6.13867 -0.15 -0.05 -0.15
H 4.53962 -3.98866 4.52744 -0.45 0.28 -0.03
H 4.77592 -3.69685 6.24143 -0.07 0.29 0.04
H 3.15276 -3.33374 5.59606 0.45 0.51 -0.55
H 3.37220 -6.98455 4.67695 -0.03 -0.18 -0.10
C 5.34583 6.41091 5.15153 -0.23 -1.29 0.26
C 3.83729 6.44786 4.94049 -0.42 -0.12 0.01
C 3.36167 7.57784 4.06838 -0.36 0.71 -0.13
O 3.39555 5.19374 4.43054 1.06 -0.85 -0.30
H 5.62162 5.73017 5.95690 -0.34 0.43 0.76
H 5.74860 7.40887 5.32463 0.14 -0.21 -0.20
H 5.83637 5.81779 4.37972 -0.05 0.84 -0.88
H 3.30829 6.58486 5.88362 0.25 0.12 0.43
H 2.33719 7.32227 3.79774 -0.11 0.34 -0.23
H 3.92457 7.83926 3.17232 0.18 -0.59 -0.09
H 3.33325 8.50344 4.64331 -0.10 0.06 0.16
H 2.45401 5.11591 4.26011 -0.03 0.57 0.21
C -5.68430 -6.86404 7.51731 0.99 -0.19 0.96
C -4.74830 -5.67067 7.29146 2.09 -0.09 -1.60
C -3.42690 -5.98630 6.47433 -0.18 -2.03 2.83
O -5.36705 -4.85144 6.39508 -2.55 2.22 -1.82
H -6.63312 -6.51335 7.92334 -0.07 0.01 -0.42
H -5.33227 -7.63004 8.20827 0.33 0.13 0.25
H -5.76547 -7.39864 6.57089 -0.45 0.26 -0.14
H -4.49800 -4.95989 8.07902 -0.16 -0.82 0.86
H -2.95710 -5.19486 5.89036 -0.54 0.07 0.19
H -3.64060 -6.90560 5.92907 0.11 0.22 -0.66
H -2.74779 -6.33466 7.25250 0.76 0.01 -0.22
H -5.24788 -5.25616 5.53276 -0.32 0.22 -0.25
C 6.02077 -8.19160 -4.41092 0.20 1.09 -1.25
C 6.41536 -6.73099 -4.82217 -2.56 -1.81 -1.77
C 5.24393 -6.04240 -5.62391 0.53 -0.19 0.07
O 6.62115 -6.04845 -3.68019 0.66 1.70 2.30
H 5.88643 -8.67311 -5.37953 -0.05 -0.81 0.36
H 5.11127 -8.21695 -3.81073 -0.12 0.20 -0.24
H 6.80515 -8.63673 -3.79878 0.21 -0.23 -0.30
H 7.34270 -6.75251 -5.39462 -0.03 -0.11 -0.58
H 4.99238 -6.46837 -6.59518 0.66 -0.36 -0.13
H 5.47325 -4.99339 -5.81126 0.10 0.04 0.15
H 4.27365 -6.08945 -5.12950 0.25 0.02 0.68
H 7.17308 -6.65843 -3.18532 0.16 0.48 0.70
C -4.52868 3.16031 10.15740 -0.40 0.49 0.71
C -3.70520 4.31365 10.72630 0.82 1.33 -0.31
C -2.81350 4.00847 11.91215 0.33 -0.05 -0.30
O -2.78704 4.79579 9.68717 -0.97 -0.80 -0.50
H -5.48171 3.14279 10.68610 -0.06 0.00 0.29
H -4.09607 2.17659 10.33980 0.30 0.09 -0.53
H -4.83504 3.36985 9.13254 0.53 -0.26 -0.13
H -4.38459 5.12575 10.98517 -0.15 0.18 -0.14
H -2.11243 4.82204 12.09844 -0.03 0.30 -0.29
H -2.21319 3.19835 11.49811 0.17 -0.48 0.96
H -3.27424 3.88786 12.89260 -0.29 -0.77 -0.27
H -2.16274 5.46074 9.98667 -0.25 -0.03 0.51
C -4.53170 -6.24251 -4.42843 -0.62 -0.14 1.38
O -4.49344 -6.46979 -2.95035 0.49 0.80 -0.83
C -5.45902 -5.73663 -2.14291 -0.93 -0.23 -0.36
C -5.29136 -5.83325 -0.58638 -0.69 -1.42 -0.54
N -6.06487 -4.91457 0.29915 1.51 -0.22 -0.64
C -7.51499 -4.99237 0.33059 0.35 -0.54 -0.65
C -8.08719 -4.05128 -0.76520 -0.36 -0.11 0.67
O -8.80544 -4.80182 -1.70961 0.08 -1.14 1.10
C -9.76173 -4.12904 -2.41716 -0.91 0.44 -1.17
H -5.56201 -6.05073 -4.72808 -0.01 0.33 0.01
H -4.22388 -7.10437 -5.02049 0.01 -0.63 0.84
H -3.84906 -5.47894 -4.80132 -0.16 0.56 0.65
H -6.41625 -6.20820 -2.36522 -0.33 0.14 -0.06
H -5.60933 -4.68311 -2.37870 0.66 0.25 -0.56
H -4.23451 -5.96793 -0.35612 0.08 0.85 0.35
H -5.69657 -6.81897 -0.35777 0.01 -0.17 0.24
H -5.93566 -3.95406 0.01487 0.94 0.08 0.15
H -7.82218 -4.83883 1.36509 -0.24 1.08 -0.08
H -7.88085 -6.01479 0.23618 0.15 -0.14 -0.86
H -7.34920 -3.48082 -1.32915 0.84 -0.29 0.13
H -8.59934 -3.22797 -0.26725 -1.15 -0.14 -0.07
H -10.57542 -3.73352 -1.80922 0.16 0.45 0.34
H -10.27370 -4.80320 -3.10380 0.29 -0.35 -0.01
H -9.29463 -3.37051 -3.04529 -0.17 0.53 0.00
C -0.08755 10.07916 -1.92337 -0.40 0.29 2.28
O -1.18251 9.56713 -2.62546 1.15 -0.37 4.27
C -1.16328 9.69644 -3.92879 -1.33 -0.90 -2.75
C -2.30466 8.72602 -4.42937 1.44 1.37 -0.69
N -1.87773 7.41402 -4.95036 -1.00 2.53 -0.70
C -1.65180 6.39995 -3.97465 0.02 -1.23 -0.75
C -2.91347 5.84519 -3.24389 -1.32 0.68 -0.06
O -4.06122 5.66367 -4.13814 2.79 -0.40 -2.09
C -5.23229 5.12784 -3.63952 -0.14 0.82 1.33
H 0.46170 10.96136 -2.25222 -0.15 -0.14 -1.10
H 0.60114 9.30118 -1.59391 0.24 -0.16 -0.46
H -0.54034 10.44555 -1.00205 0.13 -0.01 0.37
H -0.19937 9.51855 -4.40557 0.22 -0.63 -0.17
H -1.38170 10.73919 -4.15914 -0.42 0.35 -0.60
H -2.62000 9.45470 -5.17614 -1.01 -1.17 -1.00
H -3.11781 8.54192 -3.72723 0.16 0.84 0.52
H -2.71047 7.14147 -5.45270 0.12 -0.50 -0.56
H -0.80693 6.68038 -3.34564 -0.50 0.10 0.69
H -1.18264 5.68408 -4.64958 -0.28 -1.12 0.57
H -3.33387 6.58425 -2.56187 0.58 0.22 0.62
H -2.70575 4.93850 -2.67568 0.11 -0.19 -0.14
H -5.59649 5.94634 -3.01864 -0.90 -0.35 0.66
H -5.08304 4.22474 -3.04771 0.06 -0.14 0.12
H -5.98523 4.92621 -4.40144 0.45 0.09 -0.35
C 9.78932 -0.35803 -7.09521 0.31 -0.87 -0.36
O 9.05859 0.27824 -6.11939 -1.14 -0.18 1.73
C 8.47881 -0.61511 -5.12142 -0.10 1.45 -0.90
C 7.79699 0.24609 -4.04513 0.97 -1.10 0.00
N 7.12305 1.43211 -4.45056 -0.28 0.20 -0.52
C 5.85405 1.14497 -5.09985 -0.06 2.90 -0.46
C 5.14047 2.55440 -5.33886 0.26 -0.41 -0.15
O 5.96071 3.57404 -5.89353 1.34 -0.68 -0.28
C 5.47708 4.90464 -5.74467 -0.78 -1.70 0.14
H 10.10694 0.33938 -7.87034 -0.14 0.17 0.17
H 9.18816 -1.14254 -7.55483 -0.02 -0.24 -0.33
H 10.67520 -0.82562 -6.66546 0.32 -0.17 -0.03
H 9.20949 -1.29513 -4.68349 0.43 0.25 0.18
H 7.72380 -1.29215 -5.52099 -0.13 0.10 -0.81
H 8.56085 0.54854 -3.32880 -0.13 -0.20 0.25
H 7.04237 -0.41964 -3.62624 0.20 -0.53 0.84
H 6.87889 1.85538 -3.56663 0.03 0.61 0.00
H 5.20395 0.60255 -4.41337 -0.38 -0.47 -0.25
H 5.97931 0.65252 -6.06416 0.16 -0.18 0.19
H 4.74944 2.88645 -4.37713 -0.10 0.11 0.29
H 4.29713 2.39938 -6.01182 -0.35 -0.10 0.01
H 6.06144 5.64187 -6.29523 0.27 -0.43 0.07
H 5.46420 5.10144 -4.67266 -0.25 0.58 0.04
H 4.47715 4.83819 -6.17344 -0.42 0.87 0.22
C -1.09809 0.31224 -4.75528 0.35 -0.93 0.15
O -0.28707 -0.05539 -3.61523 0.04 -0.72 -0.85
C -0.42354 -1.44919 -3.17577 -1.31 1.66 0.47
C 0.08051 -1.53880 -1.73075 0.60 -0.21 -1.16
N -0.75728 -0.76375 -0.88744 -1.52 0.61 1.82
C -0.55865 -0.87587 0.61666 1.05 -0.52 -2.45
C -1.33973 0.21648 1.30556 -0.86 0.54 -1.12
O -0.86131 1.51100 0.87237 -0.57 1.03 2.28
C -1.63120 2.55024 1.59735 0.77 0.31 -1.69
H -2.13621 0.52408 -4.49929 0.06 0.53 0.46
H -1.22208 -0.47377 -5.50021 0.44 -0.63 0.10
H -0.61368 1.10443 -5.32615 -0.07 0.33 0.57
H -0.02335 -2.19610 -3.86139 0.45 0.27 -0.13
H -1.50330 -1.57776 -3.10030 -0.20 -0.53 -0.10
H 1.10623 -1.17021 -1.71865 0.53 -0.18 0.04
H 0.08006 -2.59540 -1.46302 -0.04 -0.06 0.22
H -0.61605 0.21278 -1.10319 -0.10 0.14 -0.17
H 0.52806 -0.86182 0.70012 0.30 0.74 0.97
H -0.76102 -1.90960 0.89695 -0.82 0.16 0.31
H -1.50670 0.11475 2.37787 0.87 0.07 0.26
H -2.35702 0.23717 0.91466 -0.35 -0.76 -0.17
H -1.58926 2.53012 2.68634 -0.12 -0.72 -0.05
H -2.62885 2.66982 1.17485 -0.52 -0.94 0.42
H -1.28326 3.54889 1.33325 0.99 -0.20 -0.18
```
Forces are in eV/Å.

Output
Gap between HOMO and LUMO: 8.901 eV
Net charge: 0
Structure (SMILES): COCCNCCOC.COCCNCCOC.COCCNCCOC.COCCNCCOC.CC(C)O.CC(C)O.CC(C)O.CC(C)O.CC(C)O
E_tot: -2742.56234 a.u.
Multiplicity: 1
LUMO level: 0.45 eV
Molar mass: 833.24 g/mol
Energy relative to the best compared isomer or geometry (same formula, charge and spin): 869.6 kJ/mol

Atomic partial charges in e from the Löwdin method, atoms 1 to 8: -0.08, -0.46, -0.04, -0.09, 0.07, 0.09, 0.07, 0.13